No. 1
Entry from the Open Molecules 2025 dataset: C15H27N3O8PtS as an isolated structure (ωB97M-V with the def2-TZVPD basis set).

Cartesian coordinates (Å):
1 Pt 2.3251 1.0477 -0.7633
2 C 0.3475 -1.2304 -2.1140
3 O 1.6466 -0.6217 -1.9296
4 C 2.7503 -1.3497 -2.5041
5 C 3.8014 -0.3136 -2.8032
6 O 4.1132 0.4083 -1.5806
7 C 5.0839 -0.3165 -0.7379
8 C 5.0969 0.2243 0.6701
9 O 3.8713 -0.0322 1.3387
10 C 3.8283 -1.3094 1.9831
11 H 0.1334 -1.2711 -3.1806
12 H 0.3383 -2.2324 -1.6863
13 H -0.3824 -0.5983 -1.6214
14 H 3.0845 -2.1134 -1.7987
15 H 2.4357 -1.8421 -3.4252
16 H 4.7069 -0.7566 -3.2167
17 H 3.4218 0.4310 -3.5006
18 H 4.8407 -1.3795 -0.7318
19 H 6.0536 -0.1743 -1.2152
20 H 5.9276 -0.2296 1.2160
21 H 5.2472 1.3057 0.6565
22 H 4.6901 -1.4322 2.6411
23 H 2.9243 -1.3305 2.5852
24 H 3.8112 -2.1312 1.2606
25 O 3.4241 3.8346 -0.5025
26 C 3.0468 2.7809 -0.5552
27 C -6.8516 -2.1466 0.6462
28 C -5.7526 -1.3106 0.0010
29 S -4.5325 -0.8787 1.2237
30 O -3.4863 -1.8835 1.2258
31 O -5.1615 -0.5058 2.4574
32 C -3.7183 0.5920 0.5769
33 C -2.5852 0.8733 1.5622
34 N -1.4011 1.4861 0.9269
35 C -0.2850 0.7905 0.6728
36 N 0.6037 1.5834 0.0542
37 C 0.0368 2.8337 -0.0747
38 C -1.1988 2.7648 0.4655
39 N -2.1581 3.8481 0.5511
40 O -1.7412 4.9318 0.2265
41 O -3.2734 3.5681 0.9304
42 C -0.0326 -0.6025 1.1295
43 H -7.5720 -2.4314 -0.1188
44 H -7.3716 -1.5797 1.4143
45 H -6.4490 -3.0573 1.0867
46 H -6.1308 -0.3683 -0.3990
47 H -5.2017 -1.8593 -0.7620
48 H -4.4229 1.4162 0.5153
49 H -3.3516 0.3144 -0.4129
50 H -2.2359 -0.0697 1.9746
51 H -2.9274 1.5033 2.3775
52 H 0.5172 3.6877 -0.5164
53 H -0.0396 -0.6399 2.2202
54 H 0.9487 -0.9291 0.7866
55 H -0.7942 -1.2988 0.7742

Force components x, y, z for each atom (eV/Å):
0.72 0.06 -0.71
-0.06 -0.09 -0.05
-0.21 -0.08 0.48
0.15 0.01 -0.11
0.02 -0.11 -0.23
0.08 -0.29 0.00
0.38 -0.01 0.15
-0.37 0.04 0.02
0.01 -0.05 -0.14
0.06 0.07 0.04
0.03 0.01 0.00
0.02 0.02 0.04
0.00 0.04 0.00
-0.02 0.01 0.00
-0.09 0.07 -0.01
0.06 0.02 0.12
0.01 0.01 0.00
-0.12 0.03 -0.10
-0.02 0.01 -0.04
0.11 0.04 -0.10
0.04 0.00 0.07
-0.01 0.00 0.01
-0.02 -0.02 -0.02
-0.02 0.00 0.01
0.11 -0.10 -0.12
-0.29 -0.01 0.76
-0.06 -0.04 -0.09
0.07 0.03 0.20
0.10 -0.11 -0.04
-0.03 -0.01 -0.01
0.04 0.02 0.00
0.00 -0.11 0.07
-0.15 0.13 0.05
-0.02 -0.19 -0.02
0.17 -0.03 0.20
-0.59 0.48 -0.23
-0.12 -0.09 0.09
0.04 0.04 -0.03
0.02 0.00 0.03
-0.01 0.01 -0.04
0.00 -0.02 0.03
-0.01 -0.01 -0.11
0.01 0.00 -0.01
0.03 0.00 0.03
0.01 0.01 0.02
-0.06 -0.04 -0.04
-0.06 0.06 -0.09
-0.02 -0.01 -0.06
0.05 0.11 -0.01
0.00 0.04 0.09
0.05 0.07 -0.04
-0.01 -0.01 -0.07
0.03 0.00 0.00
0.01 -0.02 0.02
-0.03 0.01 0.01

The HOMO energy is -15.35 eV. As for the electronic energy: -50905.37815 eV. The energy above the lowest of the compared OMol25 structures with the same formula, charge and spin is 27.7 kcal per mole. As for the frontier orbital gap: 7.9 eV. For the LUMO energy, the calculation gives -7.4557 eV. The spin multiplicity is 1. The total charge is +2.

Mulliken population analysis, charges in e, atoms 1 to 6: atom 1 (Pt): 1.4024, atom 2 (C): -0.7496, atom 3 (O): -0.3311, atom 4 (C): -0.4320, atom 5 (C): -0.5886, atom 6 (O): -0.4085


No. 2
Entry from the Open Molecules 2025 dataset: C15H27N4OPSW as an isolated structure (ωB97M-V with the def2-TZVPD basis set).

Cartesian coordinates (Å):
1 C 2.9018 -0.4832 -0.6886
2 C 2.8194 1.0287 -0.8026
3 N 1.6250 1.5308 -0.3142
4 C 1.3092 2.8833 -0.3966
5 C 2.4502 3.6668 -0.7369
6 C 3.5725 3.1677 -1.4507
7 C 3.8041 1.7715 -1.4568
8 C -0.1497 3.2829 -0.4323
9 P -1.1687 1.8135 0.1809
10 H 4.7017 1.2308 -1.8882
11 H 2.3936 4.7447 -0.5811
12 H 4.3192 3.7626 -2.0180
13 C 1.3692 -0.6520 -2.5914
14 C 1.5097 -2.5217 -1.0428
15 H -0.5399 3.6509 -1.3487
16 H 3.0264 -0.8437 0.3569
17 H 3.6927 -0.9422 -1.3394
18 C -2.3630 2.4411 -1.1046
19 C -1.9543 2.0299 1.8215
20 H -3.2540 1.7758 -1.2047
21 H -2.6283 3.4804 -0.7615
22 H -1.7638 2.5010 -2.0472
23 H -2.1391 1.0717 2.3103
24 H -1.2628 2.6118 2.4158
25 H -2.8946 2.5552 1.6537
26 H 2.3887 -2.9441 -1.5686
27 H 1.5415 -2.8077 0.0180
28 H 0.5805 -2.8938 -1.5024
29 H 2.1912 -1.1061 -3.1830
30 H 0.3990 -1.0279 -2.9366
31 H 1.3784 0.4403 -2.7053
32 W 0.2020 -0.0114 0.1317
33 H -0.7122 -0.5283 -1.1143
34 O 1.1678 3.1648 4.5948
35 H -0.7202 4.0910 0.0585
36 H 0.8281 4.0902 4.2370
37 N 1.5749 -1.0364 -1.1713
38 C -2.2139 -3.5310 3.2839
39 N -2.3214 -3.5240 1.8267
40 C -3.1101 -4.3602 1.0349
41 C -2.9229 -4.0025 -0.2534
42 N -2.0528 -2.9246 -0.2345
43 C -1.6767 -2.6437 1.0295
44 S -0.5406 -1.5110 1.7551
45 H -1.1661 -3.6548 3.5871
46 H -2.5888 -2.5800 3.6892
47 H -2.8176 -4.3652 3.6594
48 H -3.7370 -5.1282 1.4569
49 H -3.2980 -4.4176 -1.1839
50 H -1.7504 -2.3460 -1.0424

Force components x, y, z for each atom (eV/Å):
-0.01 -0.78 -0.36
0.35 -0.15 0.11
-0.41 0.54 -1.15
3.03 -0.04 -0.66
-0.60 0.93 -0.90
0.28 -0.93 0.51
-0.77 -0.41 0.56
0.35 -0.78 2.90
-2.36 3.80 -2.25
-1.24 1.05 0.43
-0.19 -0.17 -0.43
-0.81 0.19 0.90
0.30 -0.22 -0.65
0.34 -0.19 0.06
0.71 -0.67 -1.68
0.22 0.29 -0.54
-0.40 0.60 0.73
-0.98 -1.27 -0.15
0.31 0.04 -0.36
0.52 0.85 -0.08
-0.03 -1.10 -0.37
-1.07 -0.33 0.64
0.04 0.13 -0.15
-0.01 0.21 0.43
0.04 0.10 0.15
-0.51 0.05 0.21
0.09 0.04 -0.39
0.46 0.18 0.14
-0.49 0.31 0.11
0.37 0.02 0.04
0.07 -0.41 -0.01
2.09 -2.71 1.21
-0.84 -0.18 -0.29
-1.03 2.34 -1.26
1.66 0.41 1.33
0.99 -2.32 1.20
0.05 0.84 0.02
-0.12 -0.12 0.56
-0.08 0.23 -1.08
0.38 0.24 0.63
0.21 0.43 -0.34
0.72 0.87 -0.57
-0.85 -1.00 0.65
-0.31 -0.02 -0.87
-0.33 -0.12 -0.12
0.01 -0.39 -0.13
0.24 0.30 -0.02
0.09 -0.02 0.05
-0.02 0.17 0.33
-0.44 -0.83 0.87

The HOMO energy (alpha / beta) is -18.25 / -18.27 eV. As for the electronic energy: -45918.93018 eV. As for the expectation value of S²: 3.7718. As for the frontier orbital gap (alpha / beta): 7.2 / 7.2 eV. For the LUMO energy (alpha / beta), the calculation gives -11.0909 / -11.0378 eV. The spin multiplicity is 4. The total charge is +3.

Mulliken population analysis, charges in e, atoms 1 to 6: atom 1 (C): -0.8227, atom 2 (C): 0.6489, atom 3 (N): -0.1573, atom 4 (C): 0.4474, atom 5 (C): -0.7047, atom 6 (C): -0.3885


No. 3
Entry from the Open Molecules 2025 dataset: C15H27N5O4Re as an isolated structure (ωB97M-V with the def2-TZVPD basis set).

Cartesian coordinates (Å):
1 Re 0.4200 0.0547 0.1762
2 C 0.4524 3.2270 0.7928
3 O -0.0092 1.8923 1.1647
4 C -0.3797 1.8412 2.5809
5 C -0.6494 0.3984 2.9283
6 O 0.3506 -0.4305 2.2586
7 C 1.6442 -0.4511 2.9516
8 C 2.6956 -0.7231 1.9134
9 O 2.4247 0.1611 0.7757
10 C 3.5250 1.0551 0.3850
11 H -0.3585 3.9366 0.9433
12 H 1.3093 3.4949 1.4090
13 H 0.7386 3.1950 -0.2530
14 H 0.4378 2.2779 3.1555
15 H -1.2745 2.4449 2.7351
16 H -0.6035 0.2313 4.0041
17 H -1.6090 0.0441 2.5624
18 H 1.7965 0.5179 3.4265
19 H 1.6229 -1.2301 3.7130
20 H 3.6912 -0.5149 2.3034
21 H 2.6709 -1.7474 1.5450
22 H 4.3738 0.4474 0.0817
23 H 3.1660 1.6585 -0.4436
24 H 3.7803 1.6870 1.2327
25 N 1.4642 -3.0306 -2.5359
26 C 1.3140 -3.8788 -1.5173
27 C 0.9282 -3.0919 -0.3963
28 N 0.8731 -1.8145 -0.7620
29 C 1.1893 -1.7635 -2.0939
30 C 1.1124 -0.5158 -2.6972
31 N 0.7188 0.5285 -1.8975
32 C 0.6560 1.6057 -2.6794
33 C 1.0225 1.2467 -4.0041
34 N 1.2951 -0.0584 -3.9745
35 H 1.7396 -3.3129 -3.4736
36 H 1.4722 -4.9464 -1.6064
37 H 0.7000 -3.4379 0.6014
38 H 0.3513 2.5816 -2.3342
39 H 1.0926 1.8478 -4.9022
40 H 1.5918 -0.5946 -4.7867
41 C -3.9498 -1.7572 0.0066
42 N -3.7911 -0.3221 -0.2829
43 C -5.0517 0.4212 -0.5323
44 C -2.6604 0.2873 -0.3137
45 O -1.5175 -0.2964 -0.1026
46 H -4.5829 -1.8607 0.8861
47 H -2.9833 -2.2129 0.1862
48 H -4.4446 -2.2280 -0.8408
49 H -5.6857 0.3341 0.3471
50 H -5.5517 -0.0226 -1.3901
51 H -4.8338 1.4670 -0.7297
52 H -2.6846 1.3569 -0.5166

Force components x, y, z for each atom (eV/Å):
0.05 0.28 0.35
-0.07 -0.03 0.03
-0.05 0.00 -0.09
-0.02 0.03 -0.03
0.07 -0.05 0.02
-0.06 -0.08 0.03
-0.07 0.01 0.01
0.09 0.06 -0.08
0.06 -0.05 -0.01
-0.08 -0.04 0.04
0.00 0.02 0.00
0.00 0.02 0.00
0.00 -0.01 0.01
0.02 -0.02 0.01
0.01 0.05 0.00
0.00 -0.01 0.01
-0.01 0.00 -0.03
0.03 0.01 -0.01
-0.03 -0.01 0.02
0.01 0.00 0.00
0.00 -0.01 -0.01
0.02 0.00 0.00
0.00 0.00 0.00
0.02 0.01 0.00
-0.01 0.13 -0.01
-0.08 0.06 0.17
0.04 -0.17 -0.06
0.05 -0.04 -0.14
0.03 -0.27 0.08
-0.05 0.21 -0.15
0.10 0.00 -0.19
0.01 0.01 -0.23
-0.04 0.12 0.19
0.01 -0.10 0.10
0.00 0.01 0.00
0.00 0.01 0.01
0.02 -0.02 -0.02
0.02 -0.01 -0.04
-0.01 0.00 0.02
-0.01 -0.01 0.01
0.03 0.11 -0.01
-0.23 -0.06 0.01
0.15 -0.07 0.02
0.28 0.19 0.09
-0.27 -0.24 -0.08
-0.02 -0.01 0.00
0.02 -0.01 -0.01
0.00 -0.01 -0.01
-0.02 -0.02 0.01
-0.02 -0.01 0.00
-0.01 0.01 -0.01
0.03 0.00 -0.03

The HOMO energy (alpha / beta) is -21.03 / -20.93 eV. As for the electronic energy: -33721.36126 eV. As for the expectation value of S²: 3.7976. As for the frontier orbital gap (alpha / beta): 7.7 / 4.8 eV. For the LUMO energy (alpha / beta), the calculation gives -13.3056 / -16.1605 eV. The spin multiplicity is 4. The total charge is +4.

Mulliken population analysis, charges in e, atoms 1 to 6: atom 1 (Re): 1.9235, atom 2 (C): -0.7930, atom 3 (O): -0.1346, atom 4 (C): -0.5622, atom 5 (C): -0.6948, atom 6 (O): -0.6135